No. 1
Here is a molecular structure, C31H41BrCrN4O2Si2 from the Open Molecules 2025 dataset. Energies are from wB97M-V/def2-TZVPD.

Output
ΔE to the lowest compared entry with this formula, charge and spin = 0.0 kcal per mole
HOMO level (spin up / spin down) = -3.54 / -3.68 eV
<S²> = 3.78
E = -157094.4344 eV

The geometry in ORCA input format:
```
! wB97M-V def2-TZVPD RIJCOSX def2/J DEFGRID3
* xyz -1 4
Cr -0.174 0.053 0.270
C -0.128 -0.829 4.515
C -0.605 -0.905 3.087
O 0.099 -0.332 2.251
C -1.819 -1.626 2.764
C -2.485 -2.346 3.780
C -3.629 -3.058 3.543
C -4.157 -3.057 2.237
C -3.549 -2.367 1.227
C -2.352 -1.618 1.441
O -1.853 -0.985 0.446
H 0.747 -0.187 4.551
H 0.132 -1.823 4.884
H -0.909 -0.425 5.160
H -2.072 -2.340 4.780
H -4.119 -3.604 4.337
H -5.066 -3.610 2.026
H -3.961 -2.360 0.226
C -0.927 -0.219 -4.553
Si -1.586 0.429 -2.903
C -2.426 2.097 -3.196
C -2.951 -0.838 -2.539
N -0.346 0.505 -1.691
C 0.833 1.145 -2.104
C 0.959 1.899 -3.273
C 2.192 2.346 -3.748
C 3.333 2.048 -3.033
C 3.216 1.390 -1.808
C 1.982 1.008 -1.273
N 1.780 0.507 0.025
Si 3.205 0.505 1.023
C 3.021 0.129 2.861
C 4.443 -0.784 0.377
C 4.104 2.174 1.107
H -1.779 -0.553 -5.156
H -0.279 -1.084 -4.378
H -0.356 0.501 -5.137
H -3.490 2.050 -2.952
H -2.332 2.423 -4.237
H -1.975 2.860 -2.556
H -3.890 -0.422 -2.921
H -3.088 -1.077 -1.488
H -2.766 -1.768 -3.088
H 0.076 2.143 -3.851
H 2.241 2.910 -4.672
H 4.312 2.342 -3.392
H 4.128 1.197 -1.258
H 2.527 -0.800 3.124
H 2.534 0.941 3.401
H 4.059 0.080 3.218
H 4.012 -1.343 -0.458
H 4.713 -1.498 1.160
H 5.366 -0.317 0.020
H 3.848 2.682 2.040
H 3.867 2.849 0.285
H 5.187 2.007 1.103
Br 1.965 -3.079 1.867
C 1.393 -3.122 0.067
C 1.931 -4.128 -0.727
C 1.420 -4.284 -1.999
C 0.379 -3.468 -2.400
C -0.055 -2.482 -1.534
N 0.471 -2.263 -0.323
H 2.709 -4.763 -0.333
H 1.814 -5.052 -2.654
H -0.092 -3.567 -3.368
H -0.862 -1.827 -1.803
C 0.984 2.997 1.684
C -0.487 2.857 1.497
C -1.416 3.809 1.843
C -2.672 3.321 1.409
C -2.447 2.095 0.827
C -3.537 1.262 0.231
N -1.095 1.787 0.873
H 1.182 3.891 2.281
H 1.509 3.099 0.733
H 1.410 2.144 2.206
H -1.193 4.751 2.323
H -3.638 3.800 1.489
H -4.391 1.913 0.030
H -3.883 0.457 0.885
H -3.248 0.803 -0.708
*
```



No. 2
Here is a gas-phase ion, C31H41BrN3O6S2 (charge +1) at a distorted geometry from the Open Molecules 2025 dataset. Energies are from wB97M-V/def2-TZVPD.

Output
HOMO level = -10.39 eV
E = -141253.2604 eV

The geometry in ORCA input format:
```
! wB97M-V def2-TZVPD RIJCOSX def2/J DEFGRID3
* xyz 1 1
C -6.487 2.017 -2.290
C -5.702 0.748 -2.944
O -5.674 -0.431 -2.094
C -4.852 -0.239 -0.915
C -3.637 -1.343 -0.795
C -2.233 -0.613 -1.106
C -1.784 0.574 -0.110
C -2.631 1.020 1.188
C -2.630 -0.117 2.363
C -1.552 0.157 3.537
S -0.301 -1.227 3.499
C 0.057 -1.833 5.217
S -0.933 -1.468 6.554
N 1.264 -2.675 5.435
C 2.027 -2.268 6.662
C 3.492 -3.004 6.747
O 3.437 -4.213 5.933
C 2.171 -4.907 6.221
C 0.901 -4.136 5.582
C -0.434 1.383 -0.378
C 0.505 1.053 -1.619
C 1.828 1.919 -1.888
C 2.210 3.136 -0.918
C 1.640 4.517 -1.579
C 0.048 4.433 -1.903
Br 1.956 6.101 -0.364
C 2.679 1.485 -3.166
C 3.978 2.389 -3.480
O 5.223 1.870 -2.962
C 5.718 2.592 -1.826
C 5.866 4.182 -1.673
O 6.137 1.880 -0.841
N 2.267 0.323 -3.992
N 3.089 -0.010 -5.087
C 3.958 -0.941 -4.646
O 5.012 -1.506 -4.290
C 1.075 -0.480 -3.764
C 0.071 -0.159 -2.564
C -1.283 -0.994 -2.323
C -1.662 -2.171 -3.350
C -1.844 -3.641 -2.434
C -0.751 -4.863 -2.873
O -0.679 -3.989 -1.515
H -6.682 2.843 -3.078
H -5.771 2.467 -1.507
H -7.454 1.703 -1.725
H -6.244 0.481 -3.926
H -4.629 1.066 -3.245
H -5.469 -0.287 0.069
H -4.358 0.801 -0.998
H -3.628 -1.841 0.253
H -3.915 -2.157 -1.580
H -3.710 1.342 0.963
H -2.097 1.948 1.653
H -2.511 -1.184 1.947
H -3.683 -0.039 2.857
H -2.103 0.187 4.564
H -0.994 1.171 3.419
H 2.185 -1.122 6.699
H 1.475 -2.581 7.641
H 3.680 -3.346 7.848
H 4.359 -2.296 6.447
H 2.060 -4.957 7.375
H 2.269 -5.995 5.850
H 0.665 -4.637 4.564
H 0.013 -4.246 6.310
H -0.177 2.239 0.363
H 3.335 3.304 -0.765
H 1.753 3.048 0.150
H 2.154 4.794 -2.572
H -0.582 4.353 -0.925
H -0.214 3.595 -2.661
H -0.222 5.467 -2.368
H 3.715 3.462 -3.180
H 4.083 2.402 -4.643
H 4.800 4.646 -1.783
H 6.184 4.435 -0.584
H 6.513 4.694 -2.472
H 0.901 -1.355 -4.506
H -0.806 -2.490 -4.050
H -2.652 -2.024 -3.911
H -2.969 -3.980 -2.130
H 0.339 -4.576 -3.070
H -1.150 -5.885 -2.539
*
```